(1)
This record from the OMol25 dataset describes a 8-piece molecular cluster, C52H76F5O14PS overall. The level of theory is wB97M-V/def2-TZVPD.

Structure (XYZ):
```
149
Properties=species:S:1:pos:R:3:forces:R:3:mulliken_charge:R:1
C -7.94225 4.83291 0.23735 -0.1436 0.0691 0.5049 -0.993
C -8.00362 3.51177 1.06843 -1.3495 0.3073 -1.2526 -0.314
O -7.05028 2.56266 0.57508 0.5237 1.0882 1.2019 -0.363
C -6.01387 2.38384 1.54604 0.8591 -1.0732 0.0858 -0.363
C -4.66287 1.90870 0.87708 -1.9085 -0.3568 0.0205 -0.327
O -4.21385 0.76637 1.62102 1.1346 0.9097 -0.4093 -0.419
C -2.87727 0.93470 2.12613 -0.3568 -0.5103 0.0769 -0.335
C -2.24018 -0.47854 2.14858 -0.0120 0.1503 0.2849 0.283
C -2.53141 -1.41901 3.19803 0.9752 -1.3517 -1.2235 0.592
C -3.47343 -1.16747 4.38751 0.0692 0.5316 0.3332 1.537
F -4.70042 -0.67676 3.97219 1.0316 -0.3541 0.2405 -0.276
F -3.77678 -2.38960 5.00337 0.2252 0.6398 -0.6297 -0.202
C -2.90902 -0.25968 5.50095 0.1702 0.8851 2.0365 -0.088
C -3.46036 -0.41220 6.82505 0.5547 0.4793 -0.5267 -0.722
C -3.04283 0.39627 7.92720 0.5432 0.0333 -1.5219 -0.961
C -2.04647 1.39202 7.71096 -0.1860 -0.5661 -0.8163 -0.767
C -1.46193 1.55533 6.40927 -1.0218 -1.0096 0.6155 -0.691
C -0.40685 2.66123 6.25885 -1.6124 0.1521 0.2951 0.900
F 0.54251 2.51742 7.22002 -0.1465 0.2754 -1.1995 -0.254
F -1.03823 3.87154 6.52871 0.7426 -0.7218 -0.1856 -0.282
F 0.09963 2.77527 5.01722 0.1379 -0.3076 1.2184 -0.257
C -1.89712 0.73247 5.33679 -0.0216 0.0216 -0.1295 0.646
C -1.92239 -2.71768 3.12120 0.4199 0.2100 -0.8210 -0.907
C -1.05053 -3.09372 2.04827 -0.4926 1.1320 -0.4471 -1.354
C -0.76975 -2.16371 1.00891 -0.6590 0.6787 0.8462 0.796
C -1.36218 -0.84701 1.08511 0.4197 -0.8584 0.0439 0.133
C -0.96348 0.09826 -0.07012 0.3488 -0.4841 0.4221 -0.352
O -1.72481 0.85051 -0.63218 0.4607 -0.3991 0.2081 -0.629
C 0.52348 -0.03369 -0.50293 1.0072 -0.1414 -0.1303 0.243
C 1.33443 1.11759 -0.80797 0.5235 -1.2196 -0.8788 0.279
P 0.57813 2.80854 -0.61849 -0.6181 -0.4451 1.8210 0.599
S -0.09427 2.99592 1.22684 0.2355 0.1347 -0.1046 -0.337
C 2.69472 0.87680 -1.20935 0.0183 -0.0751 -0.1433 0.123
C 3.69314 2.03378 -1.52868 -0.9156 -0.8026 0.9122 -0.522
O 4.70919 1.98816 -0.49219 0.5507 -0.4016 -1.1463 -0.382
C 5.98677 2.13746 -1.01779 1.9198 0.8376 -0.5663 0.136
C 6.86345 1.02730 -1.25439 -0.1027 0.9544 -0.1474 -0.217
C 8.17869 1.25714 -1.76832 -0.6799 1.2802 0.2581 -0.586
C 8.61032 2.59761 -2.03842 -0.8111 -0.1513 0.3598 -0.289
C 7.75356 3.72975 -1.81348 -0.2992 -2.1983 0.4028 -0.640
C 6.44456 3.47148 -1.29589 0.5704 -0.4379 -0.1595 -0.131
C 3.24645 -0.44397 -1.33516 -1.9083 0.2301 0.6743 -0.295
C 2.44316 -1.58835 -1.02753 -0.1608 0.9324 -0.1752 0.476
C 3.04917 -2.99805 -1.13814 0.5217 0.3445 0.2152 -0.787
C 3.57797 -3.38024 -2.56748 -0.1792 -1.0101 0.6121 -0.719
O 3.19699 -2.44787 -3.59254 0.7319 -0.5208 -0.5723 0.085
C 3.46148 -2.97607 -4.86008 0.2439 0.0557 -1.1746 0.409
C 4.42963 -2.16238 -5.75178 -0.3425 0.5504 0.4180 -0.783
O 2.95537 -3.98821 -5.27225 0.1466 0.5008 0.8119 -0.544
C 1.09772 -1.35020 -0.59793 -0.4245 0.4529 0.1237 0.113
C 0.13965 -2.49873 -0.19659 -0.0426 0.6983 0.2853 -0.546
O 0.07013 -3.55332 -0.78594 0.1627 0.4209 0.5357 -0.598
H -7.91647 4.61234 -0.85356 0.1889 0.0522 0.8228 0.254
H -7.07454 5.45655 0.54698 -0.4209 -0.4339 -0.4314 0.258
H -8.85925 5.44502 0.41328 0.6016 -0.4544 0.0121 0.361
H -9.01573 3.07540 0.88343 0.6717 0.1521 0.2084 0.310
H -7.93957 3.69255 2.16291 0.2433 -0.1259 -0.6666 0.323
H -6.34402 1.55877 2.22811 0.4223 0.6515 -0.2979 0.180
H -5.79052 3.28760 2.15586 -0.4881 -0.3028 -0.4648 0.336
H -3.93957 2.74840 0.85606 -0.1986 -0.6835 -0.1246 0.239
H -4.93755 1.53983 -0.13885 0.4562 0.5417 0.4947 0.257
H -2.26243 1.61581 1.50370 -0.4761 -0.5115 0.3259 0.007
H -2.96966 1.40256 3.13060 0.2425 -0.4699 -0.4508 0.385
H -4.22792 -1.19038 6.96541 0.4652 0.5464 0.0622 0.429
H -3.49596 0.21890 8.91652 0.3706 0.2635 -0.6390 0.372
H -1.70840 2.04656 8.53201 -0.2437 -0.4779 -0.4851 0.383
H -1.44909 0.89871 4.33731 -0.1752 -0.2116 0.8543 0.582
H -2.11494 -3.50427 3.87410 0.0196 0.8308 -0.3978 0.442
H -0.59773 -4.09811 1.98168 -0.4192 0.6183 0.2167 0.480
H 1.55359 3.82919 -0.76552 -0.3184 -0.5723 -0.7545 0.116
H -0.50868 2.97145 -1.51611 0.9041 -0.0601 -0.2822 -0.015
H 3.21485 3.02858 -1.43846 0.2989 -0.6328 -0.5567 0.093
H 4.10426 1.82807 -2.53761 -0.0158 0.4344 0.5883 0.549
H 6.49700 0.00660 -1.03633 0.3560 0.7080 -0.1059 0.444
H 8.88500 0.42046 -1.93620 -0.6537 0.5617 0.1288 0.436
H 9.63924 2.75774 -2.40687 -0.7096 -0.0867 0.2114 0.348
H 8.14497 4.73912 -2.01002 -0.4761 -0.5436 0.1588 0.369
H 5.75814 4.31043 -1.07639 0.4524 -0.5877 -0.1448 0.346
H 4.29096 -0.55663 -1.66859 -0.6634 0.0356 0.2307 0.209
H 3.93221 -3.01668 -0.45125 -0.6095 0.0608 -0.4959 0.448
H 2.37584 -3.79706 -0.77430 0.1995 0.7428 -0.3421 0.300
H 4.69184 -3.46838 -2.54280 -0.7519 0.1801 -0.1107 0.346
H 3.16119 -4.38667 -2.80892 0.3458 0.7580 0.0208 0.405
H 4.57762 -1.15351 -5.30421 -0.0045 -0.7165 -0.4220 0.192
H 5.41245 -2.67204 -5.82830 -0.6452 0.1010 0.2173 0.335
H 4.00857 -2.02834 -6.78451 0.6284 -0.4584 1.2779 0.334
C 1.70769 5.97985 7.54839 0.1173 -0.0194 0.0931 -0.846
C 1.16973 7.15851 6.76094 -0.2709 -0.3374 0.0828 -0.238
O 0.43889 6.70450 5.62859 0.0346 0.1684 -0.1392 -0.481
H 2.35443 5.36398 6.92066 0.0156 0.0782 0.0006 0.239
H 2.27693 6.31556 8.41798 -0.0207 -0.0459 0.0100 0.367
H 0.89030 5.34045 7.89021 0.0092 0.0707 0.0745 0.181
H 1.98685 7.78437 6.40127 -0.1015 -0.0086 -0.1267 0.278
H 0.51154 7.77424 7.38364 0.1534 0.0874 0.1010 0.244
H -0.28675 6.15947 5.95363 0.0741 -0.0231 -0.0971 0.266
C 1.73805 1.34612 -6.21878 0.0764 0.0229 0.0057 -0.481
C 2.30094 0.80041 -7.51716 -0.2992 -0.1646 0.1635 -0.576
O 2.86220 -0.49514 -7.31533 -0.2462 0.4367 -0.2827 -0.476
H 2.51955 1.40423 -5.45766 0.0154 0.0384 -0.0491 0.078
H 1.31349 2.34061 -6.36511 -0.0693 -0.0667 0.0121 0.174
H 0.95837 0.68841 -5.82678 -0.0726 0.1024 -0.0386 0.348
H 3.09271 1.44856 -7.89310 0.0669 -0.1682 -0.0340 0.316
H 1.51875 0.73217 -8.27965 0.0143 0.1834 -0.0363 0.312
H 2.15531 -1.06825 -6.99431 0.0187 0.0577 -0.0549 0.263
C -5.19630 -6.01691 3.94908 -0.0195 -0.1024 -0.0796 -0.416
C -6.27745 -5.23064 4.66584 0.4152 0.2009 -0.0564 -0.262
O -5.78001 -4.68748 5.88426 -0.1072 -0.0462 0.1635 -0.542
H -4.82888 -6.82720 4.58158 -0.0935 -0.0070 -0.0146 0.284
H -5.57298 -6.44293 3.01643 0.0704 -0.0246 0.0010 0.094
H -4.33963 -5.37606 3.72039 -0.0727 0.0557 -0.0759 0.024
H -7.12064 -5.87677 4.91128 0.0249 0.0813 0.1237 0.328
H -6.64105 -4.41072 4.03702 -0.1020 -0.1086 -0.1076 0.237
H -5.04133 -4.10919 5.66143 -0.1067 -0.0149 0.0193 0.293
C -1.09827 4.57236 -5.73929 -0.0683 -0.0607 -0.0342 -1.151
C -0.64447 4.56245 -4.29260 0.2218 0.1030 -0.3037 -0.194
O 0.43360 3.64496 -4.11107 0.0175 -0.1024 0.2890 -0.361
H -1.41589 3.57425 -6.04640 -0.0542 0.0331 0.0709 0.288
H -1.92816 5.26607 -5.88405 0.0393 -0.0043 -0.0405 0.370
H -0.27756 4.86558 -6.39977 -0.0355 0.1120 0.0276 0.315
H -1.45912 4.24914 -3.63905 0.1258 -0.0865 0.0501 0.249
H -0.31627 5.55956 -3.98195 -0.1669 0.0506 0.0283 0.319
H 1.15645 3.92830 -4.68172 -0.0465 -0.0392 0.0541 0.198
C -7.79704 -6.82542 -0.92568 -0.1085 0.0013 -0.0285 -1.075
C -7.34507 -6.86490 0.52177 0.3045 0.0574 -0.3453 -0.147
O -6.27310 -7.78983 0.68304 -0.0519 -0.1018 0.2164 -0.526
H -8.11954 -7.81587 -1.25151 -0.0417 0.0310 0.0730 0.275
H -8.62311 -6.12426 -1.05907 0.0385 0.0014 -0.0480 0.337
H -6.97395 -6.52507 -1.57935 -0.0376 0.1041 0.0320 0.299
H -8.16179 -7.18522 1.16886 0.1401 -0.0951 0.0593 0.299
H -7.00996 -5.87598 0.85280 -0.1868 0.0734 0.0119 0.224
H -5.54923 -7.49875 0.11773 -0.0498 -0.0444 0.0491 0.297
C 12.67108 -0.40718 -2.07767 0.0378 0.0436 0.1000 -0.936
C 12.29393 -1.81376 -2.50001 -0.0119 0.3392 -0.2733 -0.260
O 10.99887 -1.82193 -3.09349 -0.1538 -0.1371 0.0961 -0.500
H 11.94178 -0.01458 -1.36634 0.0461 -0.0717 0.0350 0.215
H 13.65978 -0.38692 -1.61544 -0.0136 0.0518 -0.0280 0.343
H 12.67388 0.26628 -2.93905 0.1081 -0.0403 -0.0102 0.310
H 12.26963 -2.47911 -1.63716 -0.1486 -0.0387 -0.0900 0.278
H 13.01550 -2.21043 -3.22144 0.1223 -0.0378 0.1350 0.258
H 11.02841 -1.24019 -3.86096 -0.0235 -0.0726 0.0445 0.287
C -2.07433 -3.35247 -3.32483 -0.0593 0.0473 0.0670 -0.542
C -2.77383 -4.06449 -4.46662 0.4155 0.1365 -0.0225 -0.442
O -2.59756 -3.35187 -5.68803 -0.1911 0.0241 -0.1079 -0.527
H -2.46443 -2.33853 -3.21094 -0.0786 -0.0572 0.0050 0.233
H -2.21193 -3.89058 -2.38519 0.0921 0.0277 0.0009 0.276
H -1.00279 -3.26332 -3.52267 0.0082 -0.1307 0.0717 0.127
H -3.84507 -4.13305 -4.27595 0.0069 0.0500 -0.1677 0.297
H -2.37954 -5.07848 -4.59077 -0.0931 -0.0634 0.1497 0.295
H -1.65109 -3.30188 -5.86054 -0.0784 -0.0198 0.0142 0.289
```
Positions in Å, forces in eV/Å.

Values from the calculation:
Kohn-Sham gap: 7.541 eV
Charge: 0
LUMO: -1.0 eV

(2)
This record from the OMol25 dataset describes a 2-piece molecular cluster, C5H10BrNO overall. The level of theory is wB97M-V/def2-TZVPD.

Structure (XYZ):
```
18
Properties=species:S:1:pos:R:3:forces:R:3:nbo_charge:R:1
C -1.00056 0.46348 -1.78073 0.0623 1.5708 3.1104 0.645
C -0.45196 -0.54789 2.26700 -0.2195 -0.1593 -0.4442 -0.713
C 0.70202 1.66923 1.75639 -0.0981 0.0883 -0.4184 -0.712
C -0.03172 -1.12992 -3.35925 0.0225 0.0998 -0.3123 -0.431
C 0.33977 0.28834 1.31692 0.5631 -0.1121 0.4486 0.042
N -0.09595 -0.37440 -2.10604 1.2502 -1.5457 -1.0527 -0.656
O -1.99985 1.03425 -2.05193 -0.6582 -0.2399 -1.2704 -0.544
Br 1.82991 -0.67266 0.52956 -0.1025 0.1236 0.2990 -0.023
H 0.07363 -0.73727 3.21090 0.1403 0.0885 -0.0611 0.215
H -1.37617 -0.02317 2.50622 -0.0896 0.0283 0.0301 0.230
H -0.70416 -1.51248 1.82704 -0.0495 0.0124 0.0537 0.229
H -0.21679 2.22556 1.94715 -0.0295 0.0416 0.0058 0.231
H 1.26902 2.19178 0.98778 -0.0255 0.0559 0.0313 0.231
H 1.29187 1.68313 2.68290 -0.0139 -0.1760 -0.0426 0.212
H -1.02691 -1.19637 -3.79278 0.0068 -0.0420 0.0046 0.216
H 0.63266 -0.63216 -4.06877 -0.0394 -0.0898 -0.0105 0.200
H 0.34670 -2.12727 -3.14839 -0.0373 -0.0492 -0.0519 0.207
H 0.67244 -0.55076 -1.44359 -0.6825 0.3048 -0.3195 0.423
```
Positions in Å, forces in eV/Å.

Values from the calculation:
Kohn-Sham gap (alpha / beta): 8.799 / 6.549 eV
Relative energy (zero: lowest compared OMol25 entry of this formula, charge and spin): 2.961 eV
Charge: 0
LUMO (alpha / beta): 0.6 / -0.1 eV

Question: Which formula does entry 1 have?
Answer: C52H76F5O14PS